Entry 1:
Computed, not measured: a molecular structure, C26H26BIrN9O2 in a non-equilibrium geometry, with ωB97M-V/def2-TZVPD.

```
65
Properties=species:S:1:pos:R:3:mulliken_spin:R:1
Ir -0.58 0.23 -0.44 1.5591
C 1.29 -2.44 -2.34 0.0020
C 1.97 -1.59 -1.35 0.0112
C 3.35 -1.43 -1.13 0.0096
C 3.46 -0.57 -0.06 0.0211
N 2.22 -0.25 0.36 -0.0355
N 1.32 -0.87 -0.43 0.1944
B 1.74 0.58 1.56 -0.0222
N 0.51 -0.15 2.17 -0.0309
C 0.32 -0.53 3.44 0.0606
C -0.97 -1.03 3.57 -0.0007
C -1.55 -0.91 2.31 0.0115
C -2.91 -1.27 1.87 0.0141
N -0.64 -0.39 1.46 0.0059
N 1.23 1.95 1.08 -0.0344
C 1.69 3.21 1.19 0.0149
C 0.75 4.07 0.65 -0.0071
C -0.29 3.25 0.19 0.0097
C -1.57 3.63 -0.45 0.0025
N 0.03 1.99 0.46 0.0612
N 2.85 0.70 2.60 0.2835
C 3.55 -0.37 3.13 0.0517
C 4.41 0.12 4.06 0.0463
C 4.19 1.53 4.06 0.2739
C 4.83 2.55 4.86 0.0072
N 3.22 1.82 3.15 0.2719
H 1.76 -2.35 -3.32 -0.0003
H 0.23 -2.19 -2.40 0.0010
H 1.39 -3.48 -2.04 0.0009
H 4.14 -1.89 -1.69 0.0007
H 4.34 -0.17 0.41 -0.0050
H 1.07 -0.42 4.19 0.0030
H -1.41 -1.41 4.47 0.0008
H -3.64 -1.08 2.66 0.0018
H -2.96 -2.34 1.65 0.0021
H -3.18 -0.69 0.99 -0.0045
H 2.63 3.43 1.65 -0.0008
H 0.79 5.14 0.60 0.0013
H -1.41 4.36 -1.24 0.0006
H -2.22 4.10 0.29 0.0015
H -2.07 2.74 -0.84 0.0103
H 3.38 -1.38 2.80 -0.0070
H 5.11 -0.41 4.67 0.0013
H 5.51 2.11 5.60 -0.0020
H 4.09 3.20 5.35 0.0440
H 5.38 3.27 4.24 0.0553
O 0.52 1.14 -4.28 0.0477
C -0.15 0.82 -3.35 -0.0204
O -0.03 1.08 -2.12 0.0546
C -1.41 -0.08 -3.58 -0.0414
C -1.90 -0.18 -4.89 0.0901
C -3.05 -0.92 -5.05 0.0711
C -3.64 -1.55 -3.95 0.0017
C -4.83 -2.30 -4.04 0.2585
C -5.34 -2.97 -2.95 0.1739
C -4.67 -2.92 -1.72 0.0204
C -3.52 -2.18 -1.58 0.1221
C -3.00 -1.44 -2.67 0.1197
N -1.91 -0.65 -2.53 0.1311
H -1.38 0.32 -5.69 0.0018
H -3.48 -1.04 -6.04 0.0028
H -5.34 -2.33 -4.99 -0.0072
H -6.25 -3.54 -3.04 0.0049
H -5.06 -3.47 -0.88 -0.0004
H -2.96 -2.16 -0.65 0.0828
```

The expectation value of S² is 6.0398. The molar mass is 699.6 g mol⁻¹. As for the energy: -1777.8538 Eh. The calculation puts the HOMO energy (spin up / spin down) at -17.0 / -17.0 eV. As for the net charge: +3. The calculation puts the HOMO-LUMO gap (spin up / spin down) at 7.711 / 4.479 eV. The multiplicity is 5.


Entry 2:
Computed, not measured: a molecular structure, C11H18CeCl2N2S in a non-equilibrium geometry, with ωB97M-V/def2-TZVPD.

```
35
Properties=species:S:1:pos:R:3:mulliken_spin:R:1
Ce -2.18 -2.69 -1.41 0.9600
Cl -3.25 -1.33 -3.28 -0.0112
Cl -2.22 -5.15 -1.97 -0.0032
C -0.92 1.80 0.48 -0.0038
H 0.02 1.40 0.07 -0.0001
H -1.31 2.48 -0.27 0.0062
C 3.00 -0.96 0.86 0.1423
C -0.56 2.41 1.68 -0.1422
H 2.27 -0.89 1.77 -0.0013
C 0.91 2.93 1.84 0.0342
H -0.46 1.45 2.33 0.0026
C 1.95 2.98 0.68 -0.0024
H 0.90 3.95 2.25 -0.0117
H 1.43 2.30 2.58 0.0031
C 2.81 1.78 0.07 0.0048
H 1.46 3.50 -0.14 -0.0035
H 2.68 3.76 0.98 0.0010
C 3.42 0.48 0.77 -0.0099
H 2.40 1.57 -0.92 0.0038
H 3.71 2.32 -0.25 0.0026
H 4.37 0.35 0.26 0.0106
H 3.64 0.87 1.77 -0.0005
C -3.36 -1.97 1.93 -0.0126
N -2.13 -2.23 1.16 0.0111
C -1.42 -3.43 1.14 0.0022
C -0.25 -3.17 0.44 0.0082
N -0.24 -1.81 0.05 0.0138
C -1.35 -1.23 0.57 -0.0113
S -2.09 0.34 0.26 -0.0074
H -3.22 -1.06 2.52 0.0082
H -4.19 -1.82 1.24 -0.0040
H -3.52 -2.83 2.57 0.0026
H -1.78 -4.31 1.64 -0.0097
H 0.64 -3.76 0.32 0.0058
H 2.04 -0.93 0.24 0.0119
```

The expectation value of S² is 0.9518. The molar mass is 421.4 g mol⁻¹. As for the energy: -2332.9236 Eh. The calculation puts the HOMO energy (spin up / spin down) at -1.9 / -1.8 eV. As for the net charge: -1. The calculation puts the HOMO-LUMO gap (spin up / spin down) at 2.703 / 2.620 eV. The multiplicity is 2.


Entry 3:
Computed, not measured: a molecular structure, C22H40CdF6NO14S7 in a non-equilibrium geometry, with ωB97M-V/def2-TZVPD.

```
91
Properties=species:S:1:pos:R:3:lowdin_charge:R:1
Cd 0.31 0.70 -0.14 1.4267
C 1.18 4.79 -1.23 -0.6907
F -0.14 4.54 -1.23 0.1100
F 1.54 5.55 -2.27 0.1625
F 1.48 5.37 -0.08 0.1625
S 1.96 3.20 -1.43 0.6213
O 1.06 2.63 -2.35 -0.3079
O 3.36 3.37 -1.73 -0.2503
N 1.64 2.48 0.15 -0.3336
S 2.94 2.71 1.25 0.5805
O 3.65 1.49 1.34 -0.2605
O 3.58 3.92 1.49 -0.1957
C 1.95 2.62 2.70 -0.6149
F 0.85 3.37 2.75 0.1293
F 1.57 1.36 3.15 0.0678
F 2.84 3.10 3.66 0.0781
C -2.24 -4.26 0.62 -0.1958
C -1.95 -4.79 -0.82 -0.1944
C -1.05 -3.74 -1.43 -0.1929
S -1.93 -2.17 -0.94 0.7624
O -2.83 -1.80 -2.00 -0.2981
O -0.86 -1.31 -0.36 -0.4552
C -2.78 -2.80 0.56 -0.1769
H -1.39 -4.33 1.30 0.1064
H -3.05 -4.81 1.09 0.1111
H -2.91 -4.90 -1.33 0.1250
H -1.48 -5.74 -0.71 0.1135
H -0.96 -3.78 -2.52 0.1023
H -0.01 -3.76 -1.12 0.0928
H -3.86 -2.85 0.44 0.1080
H -2.47 -2.23 1.42 0.0770
C -2.14 3.07 -3.92 -0.2130
C -2.73 1.80 -4.55 -0.2140
C -2.79 0.65 -3.55 -0.1501
S -2.72 1.61 -1.89 0.7787
O -1.29 1.56 -1.55 -0.4590
O -3.77 1.33 -0.89 -0.3370
C -2.87 3.32 -2.57 -0.1733
H -2.22 3.89 -4.66 0.1298
H -1.12 2.92 -3.59 0.0838
H -2.17 1.61 -5.46 0.1236
H -3.75 2.08 -4.83 0.1182
H -1.97 -0.06 -3.52 0.0666
H -3.75 0.17 -3.57 0.0941
H -2.29 3.97 -1.90 0.0890
H -3.92 3.62 -2.54 0.1050
C 4.10 -1.44 -2.78 -0.2104
C 3.94 -0.65 -4.07 -0.1920
C 2.46 -0.11 -4.18 -0.1815
S 1.58 -1.15 -3.04 0.6862
O 0.28 -1.51 -3.47 -0.2904
O 1.76 -0.35 -1.84 -0.4277
C 2.85 -2.39 -2.69 -0.1744
H 4.10 -0.83 -1.87 0.1118
H 5.03 -2.00 -2.82 0.1190
H 4.34 -1.25 -4.88 0.1178
H 4.63 0.19 -3.96 0.1195
H 1.95 -0.05 -5.14 0.1130
H 2.49 0.91 -3.77 0.0930
H 2.84 -3.17 -3.45 0.1086
H 2.71 -2.90 -1.74 0.0816
C -3.02 1.94 4.72 -0.2067
C -4.15 1.62 3.69 -0.1376
C -3.53 0.76 2.47 -0.1959
S -1.81 0.59 2.85 0.6731
O -1.06 1.01 1.65 -0.4377
O -1.64 -0.64 3.49 -0.2739
C -1.65 1.99 3.99 -0.1844
H -2.97 1.24 5.54 0.1068
H -3.29 2.87 5.23 0.1193
H -4.47 2.55 3.25 0.1078
H -4.91 0.99 4.10 0.1004
H -3.62 1.27 1.50 0.0742
H -4.05 -0.19 2.38 0.1039
H -1.66 2.88 3.38 0.1066
H -0.92 1.77 4.74 0.1078
C 2.27 -2.95 4.05 -0.2151
C 3.42 -1.89 3.85 -0.1880
C 3.69 -1.75 2.36 -0.1569
S 1.92 -2.02 1.68 0.7364
O 1.95 -3.08 0.71 -0.3196
O 1.52 -0.64 1.37 -0.4393
C 1.11 -2.62 3.15 -0.2234
H 1.94 -2.93 5.09 0.1185
H 2.61 -3.97 3.98 0.1113
H 4.33 -2.14 4.39 0.1210
H 2.97 -0.95 4.22 0.1160
H 4.38 -2.52 2.03 0.0976
H 4.18 -0.84 2.00 0.0876
H 0.34 -3.38 3.04 0.1121
H 0.61 -1.72 3.57 0.0916
```

The molar mass is 993.4 g mol⁻¹. As for the energy: -5524.3322 Eh. The calculation puts the HOMO energy at -12.6 eV. As for the net charge: +1. The calculation puts the HOMO-LUMO gap at 10.830 eV.


Entry 4:
Computed, not measured: a molecular structure, C16H7F6N4O10PtS4 in a non-equilibrium geometry, with ωB97M-V/def2-TZVPD.

```
48
Properties=species:S:1:pos:R:3:nbo_charge:R:1
Pt -0.74 -0.19 -0.17 0.9764
F -5.01 -1.33 1.14 -0.3112
C -4.06 -2.15 0.70 0.7154
F -3.65 -1.73 -0.49 -0.3135
F -4.57 -3.37 0.57 -0.3040
S -2.65 -2.13 1.89 2.2675
O -2.01 -0.84 1.66 -0.9627
O -3.25 -2.33 3.17 -0.8930
N -1.79 -3.37 1.46 -1.2120
S -0.45 -3.30 0.63 2.2485
O 0.43 -4.35 0.97 -0.8814
O 0.13 -1.95 0.64 -0.9509
C -0.98 -3.73 -1.12 0.7413
F -2.17 -4.32 -1.07 -0.3115
F -0.11 -4.58 -1.63 -0.2960
F -1.06 -2.66 -1.90 -0.2971
S 0.26 0.32 -2.43 -0.0447
C -0.90 1.50 -2.12 -0.0958
N -1.62 1.32 -1.05 -0.5046
C -2.60 2.27 -0.84 0.2008
C -3.54 2.29 0.18 -0.2324
C -4.49 3.30 0.17 -0.1914
C -4.50 4.28 -0.83 -0.2244
C -3.55 4.26 -1.84 -0.2102
C -2.60 3.24 -1.84 -0.2324
S -1.34 2.93 -3.01 0.4093
H -3.51 1.53 0.95 0.2414
H -5.23 3.33 0.96 0.2152
H -5.25 5.05 -0.81 0.2128
H -3.55 5.01 -2.62 0.2184
O 2.11 2.48 2.24 -0.6991
C 1.81 1.62 1.40 0.7588
O 0.66 1.39 0.94 -0.8379
C 3.00 0.80 0.89 -0.1406
C 4.27 1.13 1.36 -0.1212
C 5.37 0.41 0.93 -0.0084
C 5.26 -0.66 0.06 -0.1735
C 4.00 -0.96 -0.39 -0.0116
C 2.88 -0.24 -0.01 -0.0801
N 3.84 -2.11 -1.31 0.5368
O 2.71 -2.38 -1.68 -0.3751
O 4.84 -2.71 -1.64 -0.3885
N 6.71 0.81 1.39 0.5365
O 6.80 1.76 2.13 -0.3720
O 7.66 0.16 0.98 -0.3936
H 4.38 1.94 2.06 0.2798
H 6.13 -1.22 -0.25 0.2716
H 1.92 -0.50 -0.42 0.2405
```

The molar mass is 852.6 g mol⁻¹. As for the energy: -3896.5366 Eh. The calculation puts the HOMO energy (spin up / spin down) at -5.7 / -5.7 eV. As for the net charge: -1. The calculation puts the HOMO-LUMO gap (spin up / spin down) at 7.145 / 7.148 eV.


Entry 5:
Computed, not measured: 3 unconnected molecules or ions with the total composition C3H14N2O2S in a non-equilibrium geometry, with ωB97M-V/def2-TZVPD.

```
22
Properties=species:S:1:pos:R:3:nbo_charge:R:1
N 0.09 1.83 0.30 -0.8941
C 0.28 1.60 -1.18 -0.0478
N -0.72 0.76 -1.80 -0.6399
C -0.54 -0.68 -1.81 -0.2039
C -1.29 -1.37 -0.58 -0.5505
S -0.90 -3.13 -0.37 -0.0760
H -0.63 2.43 0.52 0.3555
H -0.10 0.92 0.75 0.3650
H 1.32 1.08 -1.18 0.1804
H 0.34 2.59 -1.67 0.1921
H -1.62 1.01 -1.51 0.3593
H 0.52 -0.88 -1.71 0.1938
H -0.88 -1.13 -2.68 0.1900
H -2.37 -1.22 -0.67 0.2040
H -0.87 -0.86 0.33 0.2260
H -1.59 -3.56 0.81 0.1475
O 0.68 -1.04 2.17 -0.9912
H 1.10 -0.15 2.22 0.4826
H 0.32 -1.19 3.04 0.4647
O 2.32 0.91 2.02 -0.9525
H 2.76 0.41 1.32 0.4889
H 1.80 1.63 1.69 0.5062
```

The molar mass is 142.2 g mol⁻¹. As for the energy: -780.8367 Eh. The calculation puts the HOMO energy at -8.7 eV. As for the net charge: 0. The calculation puts the HOMO-LUMO gap at 9.508 eV.


Entry 6:
Computed, not measured: a molecular structure, CH4NP in a non-equilibrium geometry, with ωB97M-V/def2-TZVPD.

```
7
Properties=species:S:1:pos:R:3:nbo_charge:R:1
C 0.26 0.87 -0.59 0.0804
N -0.75 0.22 -0.44 -0.6642
P -2.25 -0.23 -0.59 0.4365
H 0.97 1.32 0.14 0.2026
H 1.75 -0.65 0.97 0.0299
H 1.91 0.11 1.01 -0.0288
H -1.89 -1.64 -0.49 -0.0565
```

The molar mass is 61.0 g mol⁻¹. As for the energy: -436.4614 Eh. The calculation puts the HOMO energy at -7.9 eV. As for the net charge: 0. The calculation puts the HOMO-LUMO gap at 7.861 eV.